[1]
Computed, not measured: a 12-piece molecular cluster, C12H48O12 overall in a non-equilibrium geometry, with ωB97M-V/def2-TZVPD.

Last column: Mulliken charge in e.
Positions of all 72 atoms, in Å:
H 2.077 -1.340 0.202  0.326
H -2.456 -1.253 1.690  0.305
H -4.888 1.706 2.438  0.330
H 2.579 -2.989 3.213  0.343
H -0.936 -1.181 5.300  0.366
H 4.373 -1.095 -0.118  0.248
H 1.431 1.263 -1.015  0.190
H -0.276 -1.244 3.245  0.352
O -3.329 -1.366 1.345  -0.398
O -4.028 1.646 2.931  -0.563
H -0.173 -2.596 -0.180  0.345
C -4.105 -1.721 2.524  -0.700
H 0.747 2.916 2.342  0.478
H 0.054 1.690 3.346  0.105
H 1.257 -2.528 -4.776  0.259
H -1.666 1.080 -2.877  0.196
H -6.098 0.883 -1.951  0.270
H -3.138 1.267 1.154  0.046
C -0.314 -1.666 -0.732  -0.549
H -3.629 -2.548 3.024  0.334
H 2.290 -0.165 -5.856  0.319
H -6.000 1.691 -0.368  0.220
H 3.533 0.432 0.461  0.212
H 1.047 3.006 -1.266  0.388
H -2.933 2.954 1.670  0.433
H -1.604 1.293 -4.627  0.316
H 2.534 -2.759 -5.880  0.315
H 4.459 -0.638 1.570  0.287
H -1.439 0.462 4.630  0.168
O 1.007 -1.309 -1.224  -0.551
H -0.739 -0.920 -0.082  -0.050
C -5.480 0.961 -1.026  -0.424
H -4.268 -0.877 3.193  0.215
H -4.962 -0.262 0.340  0.276
C 4.360 0.992 -3.391  -0.303
H 1.121 -3.028 4.157  0.275
H 3.557 1.536 -3.866  0.246
O 0.536 1.124 1.364  0.272
O -5.488 -0.329 -0.456  -0.507
O -0.013 0.286 -3.643  -0.273
C -1.557 -0.669 4.601  -0.811
H 5.587 1.083 -5.014  0.287
O 1.602 -0.821 -5.819  -0.596
C -3.012 1.919 1.970  0.051
H 2.536 2.291 -1.982  -0.011
C 1.987 -2.444 3.909  -0.802
H -2.055 1.579 2.348  -0.309
H -5.111 -2.048 2.237  0.328
H -1.017 -1.877 -1.524  0.473
C 1.848 2.275 -1.131  -0.253
O -1.259 -1.171 3.329  -0.287
H -0.615 2.234 -3.724  0.279
C 0.800 1.880 2.590  -0.936
H 1.938 -1.229 2.464  0.555
H 4.073 -0.056 -3.329  0.110
O 2.624 -1.325 1.025  -0.504
H 2.647 -2.127 4.678  0.261
O 1.481 -1.211 3.291  -0.496
C -0.998 1.204 -3.702  -0.721
H 1.797 1.666 2.977  0.333
C 3.745 -0.586 0.674  -0.620
C 2.079 -2.022 -5.232  -0.457
H 2.730 -1.806 -4.386  0.093
H 0.195 0.277 1.637  -0.115
H -2.613 -0.774 4.782  0.288
O 2.652 2.589 0.030  -0.622
O 5.612 1.068 -4.041  -0.564
H 0.890 -0.829 -2.092  0.084
H 4.498 1.318 -2.325  0.224
H 0.282 0.037 -4.501  0.288
H 2.082 2.890 0.736  0.235
H -4.448 1.311 -1.282  0.101

Results
Multiplicity: 1
Energy relative to the best compared isomer or geometry (same formula, charge and spin) (eV): 5.5084
HOMO-LUMO gap (eV): 10.223
F_max (eV Å⁻¹): 3.8
SMILES: CO.CO.CO.CO.CO.CO.CO.CO.CO.CO.CO.CO
Highest occupied orbital energy (eV): -10.0

[2]
Computed, not measured: one molecule with the formula C2H5NO2S in a non-equilibrium geometry, with ωB97M-V/def2-TZVPD.

Last column: Mulliken charge in e.
Positions of all 11 atoms, in Å:
N -0.428 0.999 -0.022  0.018
C -0.598 -0.273 -0.008  0.197
O -1.500 1.863 0.000  -0.364
O 1.770 -0.036 -0.130  -0.562
H 2.256 0.102 0.633  0.297
C 0.734 -0.935 -0.006  -0.217
H 0.803 -1.567 -0.903  0.231
H 0.813 -1.632 0.854  0.286
H -2.246 1.226 -0.133  0.290
S -2.094 -1.049 -0.033  -0.459
H 0.489 1.303 -0.253  0.281

Results
Multiplicity: 1
Energy relative to the best compared isomer or geometry (same formula, charge and spin) (eV): 2.2076
HOMO-LUMO gap (eV): 9.235
F_max (eV Å⁻¹): 2.8
SMILES: OCC(=S)NO
Highest occupied orbital energy (eV): -8.8

[3]
Computed, not measured: C25H22AgCl2N2O3 as an isolated structure in a non-equilibrium geometry, with ωB97M-V/def2-TZVPD.

Last column: Mulliken charge in e.
Positions of all 55 atoms, in Å:
H -2.802 4.454 -1.823  0.352
O -0.755 0.673 0.253  -0.706
C 3.089 3.263 -0.784  -0.310
H -4.793 -1.150 -0.210  0.399
C 0.414 1.055 0.604  0.962
C 4.770 1.055 -1.262  -0.560
H -4.170 -4.750 2.118  0.448
H -1.969 2.840 -0.160  0.515
C 2.838 2.382 -1.840  0.659
H -0.190 2.766 1.802  0.565
C 3.610 1.301 -2.009  -0.523
O 1.826 -2.119 -0.211  -0.600
C -4.443 -1.781 0.595  -0.536
C -0.894 5.381 -2.066  -0.452
O 1.464 0.454 0.647  -0.750
H 6.071 1.843 0.196  0.462
H 2.665 4.971 0.254  0.282
C 4.273 3.026 -0.054  0.629
C 0.134 -3.793 0.518  0.779
H -3.443 -0.433 2.128  0.577
C -4.127 -3.712 1.780  -0.350
C -4.672 -3.149 0.653  -0.786
C -3.492 -2.686 2.563  -0.779
Cl 4.742 4.116 1.285  -0.298
C -1.843 -5.522 -0.273  -0.779
H 1.608 -1.140 -0.134  0.444
H 1.117 6.159 -1.953  0.310
N -1.005 -3.336 -0.024  -0.271
H -0.403 -7.028 0.448  0.360
N 2.313 4.390 -0.503  -0.033
C -3.750 -1.456 1.831  -0.590
H -5.329 -3.649 -0.013  0.540
Ag -1.819 -1.259 0.687  0.257
H 3.350 0.686 -2.844  0.418
H 1.304 -5.518 0.959  0.416
C 0.908 4.444 -0.706  -0.485
C 1.209 -2.780 0.877  -0.612
H -2.647 -6.191 -0.527  0.423
C 0.405 5.396 -1.587  -0.215
C -1.744 4.436 -1.553  -0.690
C 5.161 1.951 -0.333  -0.701
C -0.631 -5.997 0.244  -0.269
H 1.489 2.863 1.376  0.295
H -3.064 -2.755 3.540  0.464
C 0.472 2.604 0.990  -1.097
H 0.780 -2.077 1.629  0.220
H -1.265 6.103 -2.836  0.319
H 5.369 0.173 -1.498  0.358
H 1.981 -3.330 1.417  0.317
C -1.292 3.569 -0.536  -0.672
H -2.858 -3.687 -0.730  0.823
C -1.968 -4.156 -0.402  -0.529
C 0.042 3.539 -0.130  0.826
Cl 1.594 2.704 -3.024  -0.217
C 0.371 -5.145 0.631  -0.609

Results
Multiplicity: 1
Energy relative to the best compared isomer or geometry (same formula, charge and spin) (eV): 0.0000
Net charge: -1
HOMO-LUMO gap (eV): 6.663
F_max (eV Å⁻¹): 3.2
Highest occupied orbital energy (eV): -4.1

[4]
Computed, not measured: C27H18CrF3NO4 as an isolated structure in a non-equilibrium geometry, with ωB97M-V/def2-TZVPD.

Last column: Mulliken charge in e.
Positions of all 54 atoms, in Å:
C 0.388 5.696 1.119  0.817
H 2.424 7.156 -1.904  0.396
C 0.244 5.036 3.647  0.729
O -6.315 2.427 4.652  -0.282
C -1.691 0.713 1.438  0.823
C 0.528 7.137 -0.873  -0.805
H -4.492 5.648 -0.009  0.624
H 1.852 1.788 1.175  0.338
C 2.042 4.188 5.064  -0.543
C -5.730 2.793 1.326  0.431
F -2.862 0.777 0.761  -0.232
H -4.421 6.477 4.194  0.587
C -5.038 5.774 0.927  -0.370
C 1.835 6.703 -1.107  -0.418
C 1.626 4.807 3.882  -0.521
C -6.425 5.610 0.983  -0.661
C 1.646 5.170 0.764  0.245
C -0.162 4.497 6.008  -0.673
C -0.331 5.366 2.352  0.542
H 3.359 5.279 -0.541  0.407
C 1.437 2.012 2.180  -0.578
H -6.967 5.350 0.075  0.556
C 2.369 5.681 -0.318  -1.266
C -0.616 4.967 4.777  -0.752
C 1.152 4.033 6.133  -0.576
H -0.830 4.465 6.865  0.419
H 1.865 2.956 2.534  0.127
C -4.286 6.083 2.078  0.825
H -1.647 5.305 4.670  0.337
O -2.866 2.877 3.000  -0.315
H 3.065 3.818 5.156  0.424
C -7.106 5.761 2.197  -0.624
C -1.700 5.578 2.300  -0.394
C -0.808 2.002 1.209  0.376
H 2.071 4.348 1.333  0.281
F -0.992 -0.358 0.931  -0.275
Cr -5.463 4.337 2.433  -0.392
O -5.789 1.739 0.838  -0.251
H -6.891 6.181 4.305  0.554
H 1.486 3.563 7.056  0.402
O -1.006 2.672 0.188  -0.578
H 2.377 5.122 3.155  0.704
C -4.990 6.228 3.297  0.058
C -2.840 5.952 2.046  -0.419
H 1.795 1.257 2.907  0.328
F -1.965 0.445 2.745  -0.222
H -1.204 6.970 0.393  0.221
H 0.066 7.880 -1.521  0.413
C -3.850 3.451 2.769  0.666
N 0.008 2.128 2.237  0.107
C -0.191 6.619 0.202  -0.707
C -6.089 3.254 3.863  0.406
H -8.186 5.614 2.258  0.482
C -6.376 6.072 3.351  -0.771

Results
Multiplicity: 4
Net charge: +1
HOMO-LUMO gap (spin up / spin down) (eV): 6.423 / 5.621
F_max (eV Å⁻¹): 4.6
Highest occupied orbital energy (spin up / spin down) (eV): -9.7 / -11.5

[5]
Computed, not measured: C17H11N4O4PtS as an isolated structure, with ωB97M-V/def2-TZVPD.

Last column: Mulliken charge in e.
Positions of all 38 atoms, in Å:
N -4.756 -4.451 -0.005  1.028
C -2.921 -1.193 0.003  0.451
H -0.278 -3.347 -0.009  0.430
C 2.541 0.525 0.004  0.717
C -1.329 4.093 -0.001  -0.001
O -5.891 -4.024 0.003  -0.612
C 5.078 -0.539 0.002  -0.466
C 0.921 4.996 -0.006  0.025
H -2.391 3.904 0.001  0.417
O -4.448 -5.623 -0.005  -0.605
H 4.085 -2.444 0.009  0.443
N 3.193 2.650 -0.003  -0.026
O -2.577 1.177 0.011  -0.616
C 1.852 2.592 -0.001  0.291
H 3.752 3.487 -0.006  0.203
C -1.556 -1.625 -0.001  0.887
C -3.661 -3.472 -0.004  -0.446
N 1.422 1.345 0.003  -0.263
C 3.672 1.346 0.000  0.407
O -0.531 -0.837 -0.001  -0.871
H -4.995 -1.841 0.004  0.497
C -1.308 -3.019 -0.006  -0.443
C -3.958 -2.151 0.001  -0.564
C 0.856 3.646 -0.002  -0.192
H 1.791 -1.494 0.010  0.499
C 3.945 -1.372 0.006  -0.593
C 4.964 0.835 -0.001  -1.155
C -2.330 -3.922 -0.007  -0.537
Pt -0.577 1.142 0.006  0.680
H 1.791 5.632 -0.009  0.394
H 5.832 1.481 -0.005  0.399
C -3.310 0.163 0.009  0.145
H -2.132 -4.984 -0.011  0.510
H -4.384 0.373 0.011  0.414
N -0.435 3.146 0.000  -0.293
C 2.666 -0.862 0.007  -0.497
S -0.658 5.652 -0.006  -0.054
H 6.063 -0.985 0.001  0.396

Results
Multiplicity: 1
Energy relative to the best compared isomer or geometry (same formula, charge and spin) (eV): 0.0000
Net charge: +1
HOMO-LUMO gap (eV): 7.988
F_max (eV Å⁻¹): 0.2
Highest occupied orbital energy (eV): -11.6

[6]
Computed, not measured: C3H4FeO4 as an isolated structure in a non-equilibrium geometry, with ωB97M-V/def2-TZVPD.

Last column: Mulliken charge in e.
Positions of all 12 atoms, in Å:
O -2.488 0.434 0.776  -0.442
C -1.605 -0.364 0.138  -0.346
Fe 2.374 0.595 1.697  0.276
H 0.522 -0.065 1.683  0.086
O 2.464 0.308 -0.224  -0.527
C -0.299 0.041 0.021  -0.207
H -3.373 0.319 0.419  0.360
H 0.004 1.074 0.232  0.610
O 2.074 -0.245 -2.351  -0.557
O 0.522 -0.662 -0.848  -0.309
H -1.973 -1.252 -0.380  0.373
C 1.778 -0.182 -1.164  0.683

Results
Multiplicity: 7
Energy relative to the best compared isomer or geometry (same formula, charge and spin) (eV): 0.0000
HOMO-LUMO gap (spin up / spin down) (eV): 6.806 / 7.071
F_max (eV Å⁻¹): 3.4
Highest occupied orbital energy (spin up / spin down) (eV): -6.7 / -9.7